1.
Entry from OMol25: C26H33F2IrN10S2Se2 as an isolated structure (wB97M-V/def2-TZVPD).

Calculated values
- Strongest force on any atom: 0.015 hartree/bohr
- 2S+1: 2
- HOMO energy (spin up / spin down): -15.1038 / -15.1055 eV
- Kohn-Sham gap (spin up / spin down): 0.1905 / 0.1867 hartree
- ⟨S²⟩: 0.782
- Total charge: +3

Element x y z (Å)
H 2.858 4.053 -3.630
C -1.068 -2.639 -0.566
C 1.339 1.612 -2.435
H -2.720 5.587 -4.099
S -2.231 0.499 -1.920
C -2.419 -1.949 -0.133
C -2.601 4.610 -3.658
H -0.546 -3.825 -3.589
Se 0.511 -1.364 2.870
F -0.976 2.493 1.680
C -1.365 2.090 0.442
N -1.210 -3.633 -1.616
N 1.059 0.822 1.150
N -1.272 2.634 -3.325
H 3.332 0.835 -6.216
N 4.373 -3.883 0.221
H 3.954 -4.062 1.117
H 1.405 2.497 -0.010
N 4.592 -2.535 -1.608
H 0.607 -1.358 -3.054
H -4.795 -3.460 1.884
H 4.322 -1.669 -2.039
C -2.234 2.126 -2.582
H -2.815 -1.473 -1.033
H 5.178 -4.426 -0.045
H -4.091 2.389 -1.804
H 5.208 3.404 -3.304
N 2.060 2.149 -3.363
C -1.450 3.847 -3.843
H 3.559 0.229 -4.577
C 2.005 1.691 -4.766
C 3.360 1.130 -5.167
H 3.066 3.507 1.438
F -1.052 3.152 -0.397
H 1.757 2.562 -5.379
H 1.192 0.972 -4.867
H 2.492 0.236 4.135
C 1.686 1.985 0.891
H -0.637 4.231 -4.447
H 3.044 3.406 -1.997
H -4.532 4.524 -2.663
C -3.587 4.051 -2.891
C -3.998 -2.802 1.564
Ir -0.561 0.332 -0.234
C -2.384 -1.018 2.042
C 1.368 0.240 2.324
C 3.963 -2.807 -0.459
H -2.457 2.020 0.470
C -3.455 -1.863 2.448
Se -1.433 -0.253 3.504
H 6.033 -2.833 -3.072
C -3.454 -2.908 0.329
C 4.467 2.620 -3.458
N -1.955 -0.920 0.806
C 0.021 -1.964 -2.382
N -0.238 -1.632 -1.165
H 4.316 3.020 -5.573
N 0.691 1.137 -1.604
H -3.812 -3.643 -0.381
H 3.664 2.372 3.595
H 4.735 1.787 -2.800
H 5.473 -4.318 -2.310
H -1.663 -4.534 -1.503
C 2.294 0.761 3.212
C 4.464 2.158 -4.915
C 2.942 1.945 2.912
H -0.578 -3.071 0.313
H 5.433 1.733 -5.172
S 2.703 -1.825 0.123
C 2.618 2.566 1.724
C 3.102 3.156 -3.055
C 5.733 -3.275 -2.126
N -3.374 2.828 -2.372
H 6.585 -3.226 -1.446
C -0.580 -3.246 -2.676
H -3.772 -1.821 3.480

Cartesian forces, eV/Å:
H -0.0059 0.0071 0.0215
C 0.0375 -0.0633 0.0272
C -0.1063 -0.0622 -0.0900
H 0.0068 0.0001 0.0003
S -0.3292 0.0103 -0.2669
C 0.1831 -0.0795 0.0812
C -0.0126 0.0089 0.0204
H 0.0116 -0.0100 0.0033
Se -0.1049 -0.1143 0.0396
F 0.0347 -0.0580 -0.0237
C -0.0282 -0.0964 0.1188
N 0.0913 -0.0364 0.0185
N -0.0582 -0.1814 0.4686
N -0.0212 -0.0156 -0.0542
H 0.0024 0.0191 -0.0066
N -0.0904 0.0181 0.0381
H 0.0164 -0.0192 -0.0053
H -0.0774 0.0467 -0.0230
N -0.1317 0.0311 0.0815
H -0.0243 0.0244 -0.0109
H -0.0077 0.0069 -0.0032
H 0.0337 -0.0010 -0.0246
C -0.0160 -0.0494 0.0590
H 0.0218 -0.0037 -0.0689
H 0.0070 0.0122 -0.0076
H 0.0055 0.0041 0.0086
H 0.0115 -0.0107 -0.0028
N -0.0117 0.1209 0.0158
C 0.0121 0.0163 0.0067
H -0.0135 -0.0216 -0.0364
C -0.0064 -0.0070 -0.0136
C 0.0221 -0.0031 0.0554
H -0.0145 0.0040 -0.0100
F 0.0031 -0.0454 0.0158
H -0.0105 -0.0099 -0.0128
H 0.0107 -0.0151 0.0272
H -0.0054 -0.0126 -0.0061
C -0.0305 -0.0064 0.0026
H -0.0006 -0.0010 0.0023
H 0.0059 -0.0296 0.0047
H -0.0037 0.0018 -0.0192
C 0.0237 -0.0124 0.0142
C 0.0112 -0.0819 -0.0156
Ir 0.1672 0.6273 -0.3956
C -0.1267 -0.1057 -0.0139
C 0.2679 0.0091 -0.2482
C 0.2670 -0.1731 0.0869
H -0.0006 0.0506 -0.0071
C 0.0129 0.0665 0.0200
Se 0.0881 0.0936 0.0958
H -0.0049 -0.0012 0.0007
C 0.0360 -0.0418 0.0126
C -0.0088 0.0222 -0.0083
N -0.1920 0.1565 -0.0313
C 0.1614 0.0601 0.1497
N -0.1180 -0.0985 0.0989
H -0.0004 0.0005 -0.0021
N 0.0273 0.0778 0.1787
H -0.0285 0.0361 -0.0270
H -0.0027 -0.0024 0.0022
H -0.0079 0.0056 0.0122
H -0.0129 0.0055 -0.0021
H -0.0603 0.0205 -0.0158
C 0.0584 -0.0472 -0.0196
C -0.0124 -0.0297 0.0110
C 0.0228 -0.0127 0.0338
H 0.0463 0.0307 0.0101
H 0.0061 0.0181 -0.0109
S -0.0695 0.0016 -0.2221
C 0.0309 0.0113 -0.0767
C 0.0518 -0.0326 -0.0135
C 0.0507 0.0013 -0.0039
N -0.0367 0.0030 -0.0323
H -0.0065 0.0072 0.0056
C -0.0126 -0.0820 -0.0069
H -0.0347 0.0371 -0.0108

How is the electron density shared among the atoms? According to Mulliken, the charges in e are:
1. H 0.36
2. C 0.31
3. C 0.35
4. H 0.45
5. S -0.50
6. C 0.21
7. C -0.95
8. H 0.50
9. Se 0.15
10. F -0.22
11. C -0.08
12. N 0.10
13. N 0.33
14. N -0.12
15. H 0.41
16. N -0.33
17. H 0.22
18. H 0.39
19. N 0.00
20. H 0.56
21. H 0.50
22. H 0.09
23. C 0.02
24. H 0.01
25. H 0.19
26. H 0.30
27. H 0.39
28. N 0.23
29. C 0.20
30. H 0.12
31. C -0.86
32. C -0.49
33. H 0.51
34. F -0.23
35. H 0.37
36. H 0.50
37. H 0.54
38. C 0.16
39. H 0.45
40. H 0.46
41. H 0.46
42. C -0.13
43. C -0.61
44. Ir 1.08
45. C 0.54
46. C -0.05
47. C 0.21
48. H 0.49
49. C -0.95
50. Se 0.14
51. H 0.34
52. C -1.20
53. C -0.54
54. N 0.02
55. C -0.39
56. N -0.14
57. H 0.31
58. N 0.36
59. H 0.47
60. H 0.47
61. H 0.22
62. H 0.35
63. H 0.28
64. C -0.89
65. C -0.76
66. C -0.58
67. H 0.22
68. H 0.36
69. S -0.28
70. C -1.19
71. C -0.73
72. C -1.07
73. N 0.15
74. H 0.36
75. C -0.44
76. H 0.48

=====

2.
Entry from OMol25: one molecule with the formula C2H5FOS at a distorted geometry (wB97M-V/def2-TZVPD).

Calculated values
- Strongest force on any atom: 0.081 hartree/bohr
- HOMO energy: -9.4760 eV
- Kohn-Sham gap: 0.3604 hartree
- SMILES: CCOSF

Element x y z (Å)
H 0.381 -0.296 1.243
O -1.805 1.074 0.383
H 0.002 1.741 -0.102
S -3.033 -0.002 -0.311
F -3.192 -1.084 0.885
H -0.574 -1.221 -0.023
H -0.827 0.725 -1.337
C -0.610 0.768 -0.296
C 0.089 -0.436 0.229
H 1.084 -0.655 -0.324

Cartesian forces, eV/Å:
H -0.3093 -0.3204 0.9628
O -3.2163 -2.3474 -1.0910
H -0.7138 -1.6127 -0.5188
S 1.3325 1.6930 1.8587
F 0.0974 0.1620 -0.3051
H -0.4444 -1.4408 0.5495
H 0.2172 -0.1400 -0.9408
C 2.4864 3.2729 0.7381
C 2.2161 0.1800 -1.8424
H -1.6657 0.5534 0.5889

How is the electron density shared among the atoms? According to Mulliken, the charges in e are:
1. H 0.27
2. O -0.33
3. H 0.25
4. S 0.23
5. F -0.20
6. H 0.30
7. H 0.35
8. C -0.29
9. C -0.88
10. H 0.29

=====

3.
Entry from OMol25: C27H49CuF2NO2Si2 as an isolated structure at a distorted geometry (wB97M-V/def2-TZVPD).

Calculated values
- Strongest force on any atom: 0.048 hartree/bohr
- 2S+1: 2
- HOMO energy (spin up / spin down): -7.7961 / -7.4769 eV
- Kohn-Sham gap (spin up / spin down): 0.2932 / 0.2477 hartree
- ⟨S²⟩: 0.757

Element x y z (Å)
H -2.169 -4.179 2.423
C -2.642 2.179 -3.068
H -0.677 -1.563 0.544
C -1.629 1.117 -2.734
H 1.735 -3.210 0.100
H -1.127 -2.745 2.619
C 0.979 -0.629 5.227
C 1.106 -3.658 0.893
H -1.720 -1.780 -0.932
H -2.598 -2.671 1.596
O 2.792 -1.423 -3.899
H 1.334 1.358 -1.686
H 1.603 -4.585 1.165
H -5.552 -0.388 4.381
H 1.157 -2.583 -3.570
H -2.495 -4.446 -1.158
H -1.766 -5.908 -0.545
C 1.304 -0.159 2.836
H 5.044 -0.109 -1.821
Si 0.511 3.623 1.333
H 1.940 2.360 -3.891
H 0.339 2.678 3.660
H -3.367 1.803 -3.794
C -3.740 0.499 1.629
H -0.533 4.220 3.516
C -1.178 3.229 0.637
H 0.036 -1.711 -1.019
C 1.984 2.487 0.979
Cu -0.871 1.441 1.377
H -2.108 0.301 -2.166
H 0.276 2.150 -4.478
N -2.522 0.556 2.178
H -0.084 5.755 0.237
H 1.368 -2.071 -6.061
F 3.123 -0.886 4.200
H 1.353 5.017 -0.541
H 2.809 -1.333 -1.835
H 5.060 -0.120 -3.579
H -3.823 0.751 0.575
H -5.829 0.135 1.926
C 4.404 -0.132 -2.700
H 1.514 5.866 1.019
C -0.783 -2.087 -0.413
H 4.169 -2.262 -2.509
C 1.027 1.769 -3.765
H 1.183 -3.011 1.788
C -4.684 -0.167 3.753
H 2.644 -3.520 -3.678
F -1.171 -0.256 6.154
C 0.860 5.225 0.419
H -0.926 -4.997 -1.805
H 2.806 -3.169 -6.117
C -1.527 -4.894 -0.885
H 1.394 -0.884 6.197
C 0.003 0.279 2.727
C 3.529 -1.374 -2.678
H -1.137 0.700 -3.631
C 1.877 -2.915 -5.588
C -3.395 -0.198 4.275
H 2.694 2.996 0.312
H -2.166 3.057 -3.520
C -1.755 -3.319 1.904
C 2.118 -2.653 -4.109
H 1.712 1.524 0.525
C 0.673 1.975 -2.305
C -4.851 0.143 2.405
H 2.006 -0.163 1.995
C -0.367 -0.345 5.027
O -0.645 1.680 -1.821
C 0.375 3.684 3.213
C -2.322 0.151 3.456
C -0.901 0.024 3.774
Si -0.715 -3.789 0.368
H -3.173 2.505 -2.177
H 1.243 4.211 3.631
H 1.297 0.735 -4.003
H 3.768 0.755 -2.714
H 1.240 -3.797 -5.669
H 2.510 2.256 1.916
H -3.194 -0.473 5.301
C 1.778 -0.562 4.080
H 0.840 3.025 -2.045
H -2.008 3.803 1.073
H -1.371 3.099 -0.437

Cartesian forces, eV/Å:
H -0.1263 -0.0800 0.2737
C -0.1323 0.2253 -0.5883
H -0.2444 0.7073 -0.2361
C 0.8314 0.0420 0.8059
H -0.4505 -0.1386 0.2407
H -0.2914 -0.3124 -0.4621
C -0.0054 0.0667 -0.5869
C 0.5049 -0.6357 0.0087
H 0.3999 -0.2314 0.5868
H 0.3560 -0.3020 0.0746
O 0.8481 -0.5704 -0.0128
H 0.2107 0.1939 -0.1588
H 0.0732 -0.2727 0.1121
H 0.3523 0.0003 -0.2287
H 0.0408 -0.1899 -0.1570
H 0.3774 0.0982 0.1201
H 0.1255 0.0270 -0.0184
C 1.0685 -0.0607 0.7532
H -0.0530 0.0721 0.1551
Si -0.0593 0.3792 -0.2189
H -0.0597 -0.0775 -0.2628
H 0.0636 0.3057 -0.2335
H -0.0730 -0.0265 0.0825
C -0.1717 -0.1212 1.2683
H 0.1619 -0.0465 0.0329
C -1.0309 -1.2369 -0.1521
H 0.2660 -0.3087 -0.2557
C 0.1859 -0.2450 -0.1502
Cu -0.2731 -0.2815 0.1503
H 0.1987 0.1272 -0.3484
H 0.2861 -0.1042 0.3283
N -0.9314 -0.0205 -0.3609
H 0.3079 -0.0529 0.0077
H 0.1722 -0.0964 -0.0230
F -1.3358 0.2103 -0.0083
H -0.1629 0.0412 0.2246
H 0.2678 0.0034 -0.1370
H -0.2397 -0.0640 0.0917
H 0.0089 0.0942 0.2177
H 0.1865 -0.0419 0.2326
C -0.2030 -0.0721 -0.1302
H 0.0615 0.1210 -0.2043
C -0.4745 0.7347 -0.2607
H -0.3730 0.0838 -0.3985
C 0.1107 0.0769 -0.1732
H -0.2678 -0.1640 -0.4852
C 0.2048 0.0832 -0.1976
H 0.2176 0.3622 0.0133
F 0.6036 -0.4945 -0.8120
C 0.2075 0.4786 0.3815
H -0.1818 0.1607 0.3624
H -0.1773 0.3680 0.1279
C -0.0546 -1.1546 -0.1429
H -0.1644 0.0905 -0.1875
C -0.3938 -0.8691 -0.8770
C -0.1307 0.1683 0.1656
H -0.3012 0.1208 0.4181
C 0.1270 -0.1176 0.2110
C -0.1472 0.0776 -0.0211
H -0.1689 -0.1604 0.0697
H 0.0097 -0.1447 0.1158
C -0.0378 -0.3966 -0.0360
C -0.6165 -0.0178 0.2074
H 0.1217 0.2328 0.0368
C -0.2977 -0.0779 0.5400
C -0.0264 0.1074 -0.6431
H -0.2055 0.2286 0.3724
C -0.4177 0.6454 0.2303
O -0.4295 -0.8382 -1.1478
C -0.0492 0.4174 0.0271
C -0.3100 0.2505 -0.5803
C 1.1268 0.1038 1.2077
Si 0.0339 2.4535 0.1384
H -0.0209 0.0234 0.0859
H -0.1553 -0.0952 0.0194
H -0.2746 0.1137 -0.0098
H 0.1747 0.0590 -0.0085
H -0.1296 0.0467 -0.0408
H -0.1646 0.0846 -0.2109
H -0.1411 -0.0095 -0.0972
C 0.7072 -0.4479 0.1547
H 0.0788 -0.0146 0.0399
H 0.4121 -0.0059 0.1633
H 0.4637 0.3110 0.4085

How is the electron density shared among the atoms? According to Mulliken, the charges in e are:
1. H 0.53
2. C -1.33
3. H -0.53
4. C 0.18
5. H 0.09
6. H 0.09
7. C -1.12
8. C -0.76
9. H 0.26
10. H 0.19
11. O -0.35
12. H -0.28
13. H 0.46
14. H 0.41
15. H 0.05
16. H 0.33
17. H 0.36
18. C -0.26
19. H 0.40
20. Si 0.57
21. H 0.46
22. H 0.32
23. H 0.44
24. C -0.30
25. H 0.28
26. C -0.22
27. H 0.11
28. C -0.65
29. Cu -1.35
30. H -0.16
31. H 0.43
32. N 0.24
33. H 0.32
34. H 0.29
35. F -0.37
36. H 0.30
37. H -0.10
38. H 0.32
39. H 0.39
40. H 0.42
41. C -1.15
42. H 0.37
43. C -0.04
44. H 0.46
45. C -1.63
46. H 0.12
47. C -0.49
48. H 0.43
49. F -0.37
50. C -1.29
51. H 0.30
52. H 0.29
53. C -1.09
54. H 0.46
55. C 0.16
56. C 0.13
57. H 0.40
58. C -1.33
59. C -0.97
60. H 0.48
61. H 0.30
62. C -0.83
63. C 0.04
64. H -0.28
65. C 0.92
66. C -0.66
67. H 0.76
68. C 1.18
69. O -0.37
70. C -1.17
71. C -0.26
72. C 0.75
73. Si 0.25
74. H 0.25
75. H 0.36
76. H 0.32
77. H 0.13
78. H 0.41
79. H 0.42
80. H 0.53
81. C 0.47
82. H -0.17
83. H 0.61
84. H 0.29

=====

4.
Entry from OMol25: one molecule with the formula CH3NO at a distorted geometry (wB97M-V/def2-TZVPD).

Calculated values
- Strongest force on any atom: 0.054 hartree/bohr
- HOMO energy: -10.0138 eV
- Kohn-Sham gap: 0.4038 hartree
- SMILES: C=NO

Element x y z (Å)
H -1.432 0.195 0.656
H -0.645 -1.126 -0.415
O 0.139 -0.679 -0.846
H -0.345 1.105 1.728
N 0.507 0.289 -0.032
C -0.373 0.540 0.837

Cartesian forces, eV/Å:
H 0.9118 -0.3765 0.1917
H 0.7394 0.3966 -0.8807
O -1.1954 -2.0071 -1.4805
H 1.0744 1.0744 0.4087
N 0.7471 1.1777 2.2032
C -2.2773 -0.2651 -0.4424

How is the electron density shared among the atoms? According to Mulliken, the charges in e are:
1. H 0.20
2. H 0.32
3. O -0.29
4. H 0.27
5. N -0.16
6. C -0.34